Entry 1:
# C36H36N8O4PPdS3

A structure of composition C36H36N8O4PPdS3 (ωB97M-V/def2-TZVPD, the OMol25 dataset).

Last column: Löwdin charge in e.
Geometry (Å):
Pd  0.2340  1.4573  0.7012  0.34
S  -1.6726  3.2409  -0.1605  0.95
S  0.4351  0.4211  3.0338  0.33
S  2.6262  0.5321  0.5030  0.30
P  2.2353  0.9857  2.3837  -0.19
O  3.3625  0.4281  3.3926  -0.35
O  2.4541  2.5566  2.6117  -0.35
O  0.5655  -4.3406  -2.7917  0.13
O  -0.2384  3.6863  -0.2154  -0.55
N  1.9179  -5.6103  -3.9515  0.13
N  -3.0315  -1.9741  0.1784  0.12
N  0.3038  0.8082  -3.8694  -0.12
N  -2.0670  -2.5935  0.9032  -0.14
N  1.4911  -6.3222  -2.8369  0.13
N  1.1699  1.8423  -3.7433  0.12
N  0.3157  1.2669  -1.7449  0.01
N  -1.1322  -0.7553  0.2082  0.06
C  1.3562  -4.4572  -3.8787  -0.29
C  -0.7967  -4.7872  -0.3745  0.03
C  1.4823  -3.3146  -4.7860  -0.13
C  -2.2847  -3.9089  1.4761  -0.07
C  -1.4072  -4.9770  0.8561  -0.19
C  -2.6295  4.7638  -0.1488  -0.37
C  3.8597  3.4321  4.3826  -0.07
C  -2.5123  2.3714  4.2220  -0.08
C  0.0685  0.1919  -5.1658  -0.07
C  -3.9702  4.7060  -0.4925  -0.09
C  1.7506  -1.1406  -6.4798  -0.03
C  -2.4207  -0.8721  -0.2065  -0.24
C  -0.1889  0.4826  -2.6674  -0.15
C  2.3455  -3.3913  -5.8739  -0.01
C  0.7545  -2.1564  -4.5567  0.03
C  0.0144  -5.7762  -0.9194  -0.13
C  2.4758  -2.3017  -6.7158  -0.06
C  -3.2372  1.7005  3.2479  -0.07
C  2.4497  3.1101  3.9390  -0.30
C  4.9246  -1.3282  2.8339  -0.08
C  -0.9498  -1.8525  0.9052  -0.18
C  -4.7305  5.8681  -0.4654  -0.08
C  -2.7889  7.1164  0.2219  -0.07
C  -1.2222  3.4802  2.5252  -0.11
C  -2.0250  5.9583  0.1999  -0.07
C  -4.1388  7.0707  -0.1064  -0.08
C  -2.9671  1.9248  1.9058  -0.10
C  0.7071  -5.5391  -2.1881  -0.29
C  0.8810  -1.0615  -5.4021  -0.19
C  -1.9483  2.7965  1.5591  -0.44
C  -0.4250  -7.1735  0.9738  -0.06
C  1.1423  2.0853  -2.4508  -0.21
C  -1.2141  -6.1776  1.5283  -0.04
C  0.1980  -6.9772  -0.2481  -0.02
C  -1.5085  3.2599  3.8608  -0.09
C  3.5971  -0.9875  3.4720  -0.31
H  0.0883  -2.1190  -3.7027  0.11
H  -0.9968  -0.0241  -5.2498  0.13
H  0.8362  -7.7345  -0.6840  0.12
H  -0.9331  -3.8609  -0.9185  0.12
H  -0.9382  3.7724  4.6253  0.11
H  -0.8948  -0.3158  -2.5000  0.11
H  5.7346  -0.7860  3.3243  0.08
H  -0.4347  4.1567  2.2168  0.11
H  1.7218  2.8670  -1.9891  0.11
H  -2.1143  -3.8658  2.5519  0.13
H  -2.7275  2.1972  5.2688  0.11
H  1.8676  -0.2873  -7.1381  0.12
H  4.3114  4.1737  3.7228  0.08
H  -0.0385  -2.1352  1.4101  0.12
H  -1.6806  -6.3349  2.4948  0.12
H  1.9588  2.4195  4.6274  0.09
H  -4.0156  1.0029  3.5307  0.11
H  0.3246  0.9454  -5.9050  0.12
H  1.8440  4.0159  3.8788  0.11
H  -0.9656  5.9716  0.4274  0.11
H  -0.2825  -8.1043  1.5071  0.11
H  4.9129  -1.0603  1.7778  0.05
H  5.1173  -2.3994  2.9263  0.08
H  -2.9148  -0.1266  -0.8130  0.10
H  3.1534  -2.3495  -7.5584  0.11
H  2.9054  -4.3024  -6.0399  0.12
H  -2.3296  8.0584  0.4936  0.11
H  -4.7287  7.9785  -0.0931  0.10
H  2.7786  -1.5242  2.9866  0.08
H  -3.5405  1.4201  1.1368  0.10
H  -3.3368  -4.1312  1.3096  0.13
H  -4.4158  3.7585  -0.7779  0.11
H  -5.7797  5.8360  -0.7303  0.10
H  3.8445  3.8315  5.3994  0.08
H  4.4712  2.5317  4.3675  0.07
H  3.5862  -1.2433  4.5311  0.12

- Kohn-Sham gap (alpha / beta) (eV) = 6.80 / 7.21
- multiplicity = 2
- energy (eV) = -103303.1603
- strongest force on any atom (hartree/bohr) = 0.0287

---

Entry 2:
# C33H29AsN2OPV

A structure of composition C33H29AsN2OPV (ωB97M-V/def2-TZVPD, the OMol25 dataset).

Last column: Löwdin charge in e.
Geometry (Å):
As  0.3196  -1.1616  4.1546  1.31
V  -0.7307  2.2277  -1.7550  0.80
P  -0.0800  0.5472  -0.1338  0.98
O  -3.7085  2.0413  -0.7530  0.29
N  -2.7081  7.3762  -6.7312  0.23
N  -1.2775  3.6397  -3.1173  -0.11
C  -1.5549  -1.5393  -1.2598  -0.08
C  1.6769  -2.5141  3.7175  -0.42
C  -2.8982  5.1633  -4.0496  0.06
C  -2.7084  2.1039  -1.0895  -0.12
C  3.9530  1.3012  -0.1895  -0.02
C  4.0057  2.6645  0.1143  -0.02
C  -1.3529  -2.0045  3.5467  -0.43
C  3.6138  -4.4769  3.1899  -0.07
C  1.5984  -3.7737  4.3299  -0.13
C  0.2249  -0.6513  1.2192  -0.36
C  2.7190  0.6465  -0.2630  -0.07
C  -0.9395  -2.6881  -3.3003  -0.03
C  -2.4045  6.5744  -5.9539  -0.13
C  0.4457  -0.8859  -2.4630  -0.09
C  -3.7449  -1.7648  3.1808  -0.08
C  0.4181  0.0574  2.5713  -0.43
C  2.8243  3.3749  0.3452  -0.03
C  2.7526  -2.2362  2.8588  -0.13
C  -1.4101  -3.2931  2.9869  -0.11
C  -0.4192  -0.7199  -1.3710  -0.40
C  -0.6642  4.9906  -5.0134  0.05
C  -2.5299  -1.2469  3.6374  -0.13
C  1.5285  1.3557  -0.0313  -0.44
C  2.5580  -4.7537  4.0614  -0.06
C  -1.8105  -2.5215  -2.2205  -0.03
C  -2.6279  -3.8087  2.5308  -0.07
C  -0.3312  4.0606  -4.1019  -0.07
C  0.1863  -1.8693  -3.4225  -0.04
C  -2.0259  5.5753  -4.9854  -0.16
C  -3.7940  -3.0456  2.6272  -0.08
C  -2.4719  4.1339  -3.0710  -0.08
C  1.5889  2.7229  0.2719  -0.13
C  3.7136  -3.2172  2.5929  -0.08
H  2.6971  -0.4081  -0.5031  0.11
H  0.6621  3.6242  -4.1108  0.10
H  4.5388  -2.9990  1.9277  0.10
H  -4.6465  -1.1699  3.2502  0.10
H  -2.2424  -1.4201  -0.4320  0.11
H  -3.1663  3.7929  -2.3109  0.08
H  -0.6839  -1.2670  1.2721  0.06
H  1.3201  -0.2587  -2.5744  0.09
H  -0.4103  0.7846  2.7087  0.06
H  2.8658  4.4308  0.5788  0.12
H  4.3583  -5.2348  2.9840  0.11
H  4.9608  3.1705  0.1691  0.12
H  -2.6846  -3.1529  -2.1280  0.12
H  -3.9044  5.5707  -4.0003  0.14
H  0.7877  -3.9962  5.0123  0.11
H  2.8609  -1.2647  2.4002  0.07
H  0.9273  2.3314  -2.3129  0.04
H  -4.7340  -3.4442  2.2681  0.11
H  -1.1387  -3.4493  -4.0436  0.12
H  -2.6660  -4.7981  2.0938  0.11
H  -2.5014  -0.2482  4.0541  0.09
H  0.6804  3.2844  0.4503  0.10
H  1.0687  -1.3233  0.9789  0.10
H  0.0584  5.3073  -5.7598  0.14
H  -0.5272  -3.8990  2.8774  0.09
H  2.4845  -5.7258  4.5314  0.11
H  1.3742  0.6212  2.5898  0.06
H  4.8682  0.7525  -0.3703  0.12
H  0.8581  -1.9964  -4.2616  0.12

- total charge = +2
- Kohn-Sham gap (alpha / beta) (eV) = 3.40 / 4.87
- multiplicity = 3
- energy (eV) = -135513.9464
- strongest force on any atom (hartree/bohr) = 0.1925

---

Entry 3:
# C5H15N2OS

A cluster of 2 separate species, C5H15N2OS in total (ωB97M-V/def2-TZVPD, the OMol25 dataset).

Last column: Löwdin charge in e.
Geometry (Å):
S  -2.0748  -1.5292  -0.5374  0.87
O  2.0767  0.0833  0.0028  -0.19
N  1.1092  -0.7476  0.5540  -0.03
N  -1.0233  1.0451  0.1191  -0.22
C  -0.9850  -0.1484  -0.6587  -0.48
C  3.0585  -0.3729  -0.9052  -0.07
C  -1.7054  2.1977  -0.5434  0.03
C  -1.5653  0.8598  1.5222  0.02
C  1.2719  -2.1491  0.3463  -0.15
H  0.1940  -2.5984  0.3043  0.07
H  -0.8548  0.1852  1.9366  0.09
H  3.8469  0.5061  -0.9575  0.15
H  -1.3101  1.7363  2.0657  0.10
H  -0.0260  1.1701  0.2346  0.14
H  -2.7628  2.2413  -0.4365  0.10
H  1.5800  -2.4850  -0.7217  0.11
H  -1.5272  3.0342  0.1179  0.11
H  -2.2810  -1.4813  0.7470  -0.14
H  1.9668  -2.6987  0.9717  0.09
H  -1.5722  2.2610  -1.5574  0.08
H  -2.6093  0.6241  1.5218  0.10
H  -1.0363  -0.0022  -1.7541  0.08
H  2.8165  -0.5556  -1.9377  0.09
H  3.4131  -1.1757  -0.4344  0.03

- total charge = +1
- Kohn-Sham gap (alpha / beta) (eV) = 8.24 / 8.62
- multiplicity = 1
- energy (eV) = -21278.1049
- strongest force on any atom (hartree/bohr) = 0.0868

---

Entry 4:
# CN4O

The molecule CN4O (ωB97M-V/def2-TZVPD, the OMol25 dataset).

Last column: Löwdin charge in e.
Geometry (Å):
O  -2.0307  -0.0152  -0.0190  0.18
N  1.2885  0.6973  0.0852  0.05
N  0.1231  1.1322  0.0406  0.09
N  1.2512  -0.6974  -0.1192  -0.04
N  0.1982  -1.1526  0.0039  0.09
C  -0.8304  0.0358  0.0086  -0.36

- Kohn-Sham gap (eV) = 8.07
- multiplicity = 1
- energy (eV) = -9040.7159
- SMILES string = O=C1N=NN=N1
- strongest force on any atom (hartree/bohr) = 0.1255

---

Entry 5:
# C4H13NO3

A cluster of 3 separate species, C4H13NO3 in total (ωB97M-V/def2-TZVPD, the OMol25 dataset).

Last column: Löwdin charge in e.
Geometry (Å):
O  0.7741  2.7938  -0.8632  -0.06
O  -0.6593  -2.9228  -2.6841  -0.04
O  2.2079  -0.3777  -0.5087  0.06
N  1.7318  -1.8221  1.1860  0.16
C  0.2719  0.0395  1.0470  -0.13
C  -0.8604  0.3931  0.0941  -0.26
C  1.4829  -0.6714  0.4262  -0.48
C  -1.8693  1.4344  0.6417  -0.08
H  0.5949  2.3961  -1.7141  0.04
H  0.5875  1.0363  1.5750  0.16
H  1.0559  -2.3690  1.5283  0.04
H  -2.9142  1.2410  0.4179  0.07
H  -1.4184  -2.6369  -2.1877  0.02
H  2.5970  -2.1769  1.3111  0.06
H  -1.4637  2.3683  0.2708  0.06
H  1.6129  3.2959  -0.9020  0.06
H  -0.1297  -0.7151  1.8079  0.12
H  -1.3584  -0.4522  -0.4157  0.11
H  -1.7585  1.4603  1.6580  0.03
H  -0.0811  -3.2260  -2.0035  0.01
H  -0.4037  0.9113  -0.6848  0.04

- Kohn-Sham gap (eV) = 10.49
- multiplicity = 1
- energy (eV) = -11990.6375
- SMILES string = CCCC(N)=O.O.O
- strongest force on any atom (hartree/bohr) = 0.0793

---

Entry 6:
# H2N2O3

The molecule H2N2O3 (ωB97M-V/def2-TZVPD, the OMol25 dataset).

Last column: Löwdin charge in e.
Geometry (Å):
O  0.9350  -0.9855  0.1616  -0.01
O  -1.4659  -0.8055  0.2732  0.04
O  1.0760  1.3669  -0.0947  0.01
N  -0.4723  -0.3539  -0.2062  -0.21
N  -0.1077  1.0479  -0.1778  -0.09
H  -0.8772  1.6310  0.2094  0.18
H  0.9122  -1.9009  -0.1657  0.09

- Kohn-Sham gap (alpha / beta) (eV) = 8.70 / 9.00
- multiplicity = 1
- energy (eV) = -9147.9805
- strongest force on any atom (hartree/bohr) = 0.0791

---

- Number 4 is which compound?
  CN4O